Below is C16H42O14S4Zn as an isolated structure at a distorted geometry, with properties calculated with ωB97M-V with the def2-TZVPD basis set.

Geometry as XYZ:
```
77
Properties=species:S:1:pos:R:3:mulliken_charge:R:1
Zn 0.47121 -0.21716 0.51044 3.207
C -3.65630 -1.94415 0.81704 -1.081
C -2.80270 -0.97653 0.02935 -0.462
O -1.50471 -0.69195 0.54177 -0.091
H -3.94271 -1.59111 1.80771 0.244
H -3.15325 -2.90893 0.88205 0.091
H -4.54564 -2.17264 0.22971 0.417
H -3.38856 -0.05746 0.01561 0.048
H -2.74140 -1.33958 -0.99658 0.214
C 3.62377 -0.45172 2.24103 -0.762
C 3.55235 0.66847 1.21110 -0.405
O 2.38255 0.58294 0.44805 -0.491
H 3.37881 -1.45982 1.90662 0.010
H 2.86181 -0.25844 2.99611 0.090
H 4.58998 -0.45391 2.74556 0.479
H 4.44372 0.46745 0.61684 0.214
H 3.59133 1.68027 1.61462 0.185
O 1.13636 -2.19328 4.57256 -0.679
S 0.19476 -2.09424 3.43847 1.125
O 0.68618 -1.55320 2.22059 -0.660
O -0.43730 -3.61548 3.04160 -0.396
C 0.25929 -4.43203 2.10967 0.128
C -0.78577 -4.75589 0.99733 -0.989
C -1.23078 -1.12846 4.06624 -0.593
H 0.70892 -5.27233 2.63866 0.387
H 1.05690 -3.91350 1.57765 -0.108
H -1.14116 -3.90788 0.41194 -0.037
H -1.64976 -5.10305 1.56399 0.407
H -0.36849 -5.47757 0.29508 0.405
H -1.35731 -1.44908 5.10031 0.477
H -2.12290 -1.33851 3.47623 0.066
H -1.02252 -0.05856 4.07220 0.095
O 0.92399 2.83064 3.76214 -0.705
S 0.11169 2.61169 2.48053 0.768
O 0.02899 1.25091 1.94776 -0.257
O -1.39399 3.11768 2.80255 -0.423
C -2.34682 3.02123 1.81682 1.159
C -3.48097 3.98034 2.13647 -1.578
C 0.54723 3.84251 1.11745 -0.707
H -2.84627 2.09182 1.54326 -0.007
H -1.91752 3.50807 0.94116 -0.505
H -3.08042 4.86384 2.63355 0.431
H -4.14845 3.63159 2.92446 0.364
H -4.02236 4.38821 1.28286 0.344
H 1.62406 3.89486 1.27810 0.373
H -0.03444 4.76415 1.13615 0.413
H 0.31112 3.42535 0.13851 0.041
O -0.06270 0.98699 -1.30769 -0.900
S -0.74578 1.59119 -2.46513 0.801
O -2.08023 1.11348 -2.74600 -0.641
O -0.69390 3.28447 -2.27340 -0.281
C -1.82917 4.09483 -2.55431 -0.494
C -2.95437 3.96054 -1.52637 -0.589
C 0.36766 1.46642 -3.91132 -1.049
H -2.05488 3.87470 -3.59771 0.346
H -1.54229 5.13380 -2.39205 0.318
H -3.11082 2.92766 -1.21527 0.156
H -3.86099 4.37524 -1.96699 0.393
H -2.58355 4.50776 -0.65968 0.170
H 0.62770 0.40920 -3.96399 0.231
H 1.13189 2.20549 -3.67087 0.374
H -0.15420 1.87387 -4.77720 0.437
O 1.16084 -1.81602 -0.61134 -0.748
S 1.93689 -2.62375 -1.60819 0.774
O 1.38239 -3.92511 -1.99314 -0.699
O 2.18381 -1.72233 -2.95169 0.024
C 2.76511 -2.35770 -4.05129 -0.289
C 2.67781 -1.54633 -5.29981 -1.348
C 3.71772 -2.81922 -1.15171 -1.165
H 2.31946 -3.32521 -4.28239 0.380
H 3.78865 -2.70857 -3.91950 0.330
H 2.86505 -0.48396 -5.14355 0.320
H 1.68409 -1.64541 -5.73660 0.297
H 3.40045 -1.86761 -6.04992 0.401
H 3.95122 -3.21137 -0.16186 0.366
H 4.29123 -1.91842 -1.37019 0.334
H 4.05864 -3.64044 -1.78217 0.505
```

Values from the calculation:
Kohn-Sham gap = 7.31 eV
molecular weight = 652.16 g mol⁻¹
strongest force on any atom = 5.65 eV Å⁻¹
relative energy (zero: lowest compared OMol25 entry of this formula, charge and spin) = 294.6 kJ/mol
E_HOMO = -7.18 eV



Below is an isolated molecule of C3H4Cl2FN at a distorted geometry, with properties calculated with ωB97M-V with the def2-TZVPD basis set.

Geometry as XYZ:
```
11
Properties=species:S:1:pos:R:3:nbo_charge:R:1
F -1.06080 1.04878 1.71616 -0.318
C -1.11661 0.20988 0.65829 0.299
Cl -1.00384 -1.44260 1.22841 0.004
Cl -2.55567 0.63553 -0.29513 -0.008
C 0.02743 0.45967 -0.34584 -0.149
C 1.40598 -0.12151 -0.18621 -0.264
N 0.46200 -0.52162 -1.24857 -0.569
H -0.04554 1.44400 -0.80967 0.220
H 2.32273 0.51726 -0.24118 0.214
H 1.57446 -0.82240 0.58151 0.200
H -0.01013 -1.40698 -1.05780 0.369
```

Values from the calculation:
Kohn-Sham gap = 10.53 eV
molecular weight = 143.98 g mol⁻¹
strongest force on any atom = 1.95 eV Å⁻¹
relative energy (zero: lowest compared OMol25 entry of this formula, charge and spin) = 29.3 kJ/mol
E_HOMO = -9.87 eV



Below is a 2-piece molecular cluster, C8H23N2Si overall at a distorted geometry, with properties calculated with ωB97M-V with the def2-TZVPD basis set.

Geometry as XYZ:
```
34
Properties=species:S:1:pos:R:3:lowdin_spin:R:1
C -4.10206 -0.62516 0.70637 0.001
C 4.33106 0.28519 -0.59143 0.046
C -1.24145 1.83440 0.41735 0.013
C -0.43829 -0.40166 -2.03548 0.105
C -3.37580 0.58589 0.14412 0.028
C 2.82045 0.69222 -0.59053 0.071
C -1.93572 0.49661 0.68234 0.087
C 2.05373 -0.36268 0.21823 0.789
N -1.38105 -2.51005 -0.04856 0.164
N 2.70594 -0.36588 1.61913 0.075
Si -0.92531 -0.83666 -0.26239 0.491
H -4.46234 -0.40380 1.78187 0.000
H -3.46326 -1.48938 0.91742 0.001
H -5.04615 -0.79884 0.20202 0.000
H 4.82014 0.57440 0.33609 0.003
H 4.76025 0.66698 -1.46436 0.005
H 4.42493 -0.79161 -0.54743 0.001
H -0.34329 2.05688 0.99706 0.004
H -0.86142 1.73695 -0.62864 0.002
H -1.98197 2.68650 0.57370 0.000
H -0.77781 -0.94578 -2.88731 0.009
H -0.55655 0.68260 -2.29246 0.004
H 0.66844 -0.55863 -2.29914 0.008
H -3.40012 0.73511 -0.98615 0.001
H -3.83988 1.47852 0.52765 0.006
H 2.64101 1.61760 -0.25859 0.003
H 2.34176 0.77304 -1.59055 0.002
H -2.08169 0.29996 1.84765 0.002
H 2.27605 -1.37836 -0.08415 0.041
H -2.27486 -2.73272 0.51923 0.005
H -1.02022 -3.18995 -0.64790 0.002
H 2.74332 0.54766 1.97510 0.003
H 2.40657 -0.98438 2.30171 0.008
H 3.73866 -0.74773 1.48728 0.020
```

Values from the calculation:
charge = +1
Kohn-Sham gap (alpha / beta) = 4.94 / 7.08 eV
molecular weight = 175.37 g mol⁻¹
multiplicity = 3
strongest force on any atom = 4.26 eV Å⁻¹
relative energy (zero: lowest compared OMol25 entry of this formula, charge and spin) = 8.4 kJ/mol
E_HOMO (alpha / beta) = -8.43 / -12.58 eV



Below is C28H39F3N6O2S as an isolated structure at a distorted geometry, with properties calculated with ωB97M-V with the def2-TZVPD basis set.

Geometry as XYZ:
```
79
Properties=species:S:1:pos:R:3:mulliken_charge:R:1
C 3.00366 -3.36727 1.92142 -0.916
C 4.34450 -3.05393 1.08273 -0.312
C 4.13231 -2.91669 -0.50403 -1.316
C 2.92334 -1.94516 -0.94504 1.850
C 2.67728 -2.23623 -2.54054 -1.267
C 3.18432 -0.38851 -0.66007 0.418
C 4.56820 0.05585 -0.06881 -0.866
C 4.90244 1.59344 0.19725 0.023
N 6.17711 2.00746 0.72931 -0.420
S 5.94122 3.72823 0.76649 0.122
N 4.35240 3.93336 0.12411 -0.523
C 3.77452 2.63769 -0.16641 0.489
C 2.36427 2.26068 -0.73046 -0.173
C 1.27062 3.36538 -1.08911 -0.379
C 1.24573 4.63981 -0.11096 -0.987
C 0.80483 4.32817 1.39488 0.867
F 1.70510 4.91247 2.36073 -0.280
F 0.57248 2.95947 1.68513 -0.212
F -0.45971 4.99770 1.63740 -0.299
C 2.07865 0.72978 -0.97103 0.475
C 0.62447 0.37303 -1.58264 -0.957
C -0.52834 0.26584 -0.43957 0.076
C -0.72861 -1.25937 0.07000 -0.136
C -2.21529 -1.83399 -0.15294 -0.585
O -3.26965 -0.97388 0.36030 -0.295
C -4.52210 -1.57545 0.01853 0.440
C -5.93681 -0.79767 0.22987 -0.616
O -4.62615 -2.73663 -0.50387 -0.585
H 2.68713 -2.36992 2.42321 0.200
H 2.16482 -3.72620 1.22938 0.196
H 3.24184 -4.09154 2.77383 0.329
H 4.86154 -2.16485 1.57977 0.212
H 5.04443 -3.96828 1.23524 0.427
H 5.08849 -2.48061 -0.99913 0.372
H 3.95234 -3.94542 -1.00897 0.391
H 1.99342 -2.28803 -0.37582 -0.717
H 3.43033 -2.99000 -2.96749 0.401
H 2.61611 -1.25927 -3.15216 0.299
H 1.61511 -2.70059 -2.61677 0.261
H 5.41835 -0.67198 0.17246 0.247
H 1.49761 3.77960 -2.15062 0.403
H 0.19264 2.96796 -1.14753 0.066
H 0.43978 5.35735 -0.53774 0.387
H 2.22623 5.25687 -0.14733 0.376
H 0.61155 -0.59269 -2.19306 0.306
H 0.26043 1.20683 -2.30154 0.341
H -0.32132 0.96221 0.46119 -0.011
H -1.50613 0.66233 -0.92441 0.222
H -0.35397 -1.33697 1.15177 0.353
H -0.03888 -1.90647 -0.60334 -0.157
H -2.24903 -2.85886 0.38961 0.347
H -2.31175 -2.03993 -1.29023 0.282
H -5.83082 0.12359 0.89230 0.339
H -6.64317 -1.60102 0.67542 0.122
H -6.30380 -0.56535 -0.83758 0.260
C -7.42138 -4.78651 1.34169 -0.692
C -8.53897 -4.05870 2.03039 0.339
N -9.42084 -3.48288 2.57423 -0.431
H -6.49580 -4.66675 1.90721 0.246
H -7.65900 -5.84916 1.26833 0.322
H -7.27941 -4.38301 0.33741 0.233
C 9.54454 1.21517 2.32648 -0.549
C 9.96828 -0.07245 2.97083 0.261
N 10.30281 -1.08908 3.47940 -0.382
H 8.45505 1.27548 2.29243 0.132
H 9.92912 2.06085 2.89933 0.280
H 9.93488 1.26809 1.30873 0.254
C -9.68925 0.51296 0.32351 -0.716
C -8.42243 1.23986 0.66922 0.476
N -7.42136 1.81259 0.94217 -0.503
H -9.74964 -0.41801 0.89069 0.201
H -10.55216 1.13514 0.56678 0.324
H -9.70547 0.28234 -0.74316 0.263
C -2.79993 4.07415 -3.12099 -0.817
C -2.37163 2.65675 -3.36655 0.490
N -2.03398 1.53712 -3.56045 -0.458
H -1.92681 4.69490 -2.91237 0.223
H -3.31263 4.46468 -4.00164 0.333
H -3.47807 4.11411 -2.26672 0.278
```

Values from the calculation:
Kohn-Sham gap = 7.16 eV
molecular weight = 580.72 g mol⁻¹
strongest force on any atom = 6.18 eV Å⁻¹
E_HOMO = -8.42 eV



Below is a 2-piece molecular cluster, C10H17N3O7P overall at a distorted geometry, with properties calculated with ωB97M-V with the def2-TZVPD basis set.

Geometry as XYZ:
```
38
Properties=species:S:1:pos:R:3:nbo_charge:R:1
N -2.32392 2.46015 -4.54599 -0.854
C -1.98101 1.40187 -3.51811 0.121
C -0.75878 0.41032 -4.05741 -0.286
N -0.25463 -0.54976 -2.97486 -0.557
C -1.19929 -0.69621 -1.80191 -0.427
P -0.78695 -2.17254 -0.63382 2.140
O -1.95044 -2.21500 0.46155 -0.989
O 0.67417 -1.70014 0.24630 -0.917
O -0.65116 -3.70873 -1.44177 -0.908
C -2.72816 -0.73837 -2.41136 -0.265
N -3.17768 0.58468 -3.03760 -0.616
H -3.21127 2.96670 -4.32923 0.402
H -1.51916 3.13765 -4.68001 0.383
H -1.59474 1.99306 -2.55564 0.146
H 0.18127 1.05249 -4.41199 0.260
H -1.23081 -0.17353 -4.98463 0.271
H -0.13065 -1.48068 -3.46323 0.447
H 0.68067 -0.22258 -2.58631 0.454
H -1.05805 0.28039 -1.13589 0.277
H 0.70477 -0.68417 0.16192 0.512
H 0.11370 -3.73132 -2.09724 0.501
H -3.55020 -1.06100 -1.62832 0.300
H -2.75823 -1.53979 -3.29402 0.215
H -3.66331 1.14320 -2.27262 0.385
C 2.28253 1.63085 5.05616 -0.332
C 1.98659 1.63174 3.75495 0.279
C 1.96817 0.36955 2.96491 0.503
O 1.67403 0.39944 1.77512 -0.613
C 2.31460 -0.88175 3.65690 -0.375
C 2.61389 -0.88193 4.95731 0.322
C 2.60528 0.37621 5.75301 0.463
O 2.86679 0.34166 6.95074 -0.489
O 2.94303 -2.05392 5.61329 -0.627
O 1.68477 2.80744 3.09257 -0.638
H 2.29746 2.54066 5.64298 0.257
H 2.31478 -1.78930 3.06691 0.251
H 3.11614 -1.79219 6.54390 0.510
H 1.50580 2.54483 2.16343 0.494
```

Values from the calculation:
charge = +1
Kohn-Sham gap = 7.76 eV
molecular weight = 322.23 g mol⁻¹
strongest force on any atom = 6.72 eV Å⁻¹
E_HOMO = -11.88 eV



Below is C4H8N2 as an isolated structure at a distorted geometry, with properties calculated with ωB97M-V with the def2-TZVPD basis set.

Geometry as XYZ:
```
14
Properties=species:S:1:pos:R:3:nbo_charge:R:1
C -0.30366 1.78007 -1.95775 -0.649
C -0.01738 0.32782 -1.94201 -0.318
C 0.24337 -0.42466 -0.80330 -0.003
C 0.23133 -1.01755 1.59657 0.286
H 0.42756 2.38845 -2.87068 0.237
H -1.61404 1.94987 -2.28840 0.221
H 0.01266 2.16830 -0.75508 0.209
H -0.01135 -0.23349 -2.91031 0.213
H 0.58774 -1.47560 -1.08069 0.202
H -0.38811 0.69411 0.78297 0.404
H 0.65832 -1.96371 1.14710 0.153
H -0.05055 -1.60467 3.34823 0.346
N 0.09952 -0.13068 0.53102 -0.614
N -0.17725 -0.71465 2.79266 -0.689
```

Values from the calculation:
Kohn-Sham gap = 8.98 eV
molecular weight = 84.12 g mol⁻¹
strongest force on any atom = 4.36 eV Å⁻¹
relative energy (zero: lowest compared OMol25 entry of this formula, charge and spin) = 295.1 kJ/mol
E_HOMO = -8.05 eV



Below is an isolated molecule of C8H2Cl2N2O2 at a distorted geometry, with properties calculated with ωB97M-V with the def2-TZVPD basis set.

Geometry as XYZ:
```
16
Properties=species:S:1:pos:R:3:nbo_charge:R:1
C 1.21780 -1.21233 -2.02588 0.209
C 1.86292 1.00330 0.03928 0.158
C -1.56707 0.83578 0.79934 -0.335
C -1.69340 -0.42654 0.31562 -0.011
C -0.25462 1.46138 1.23098 0.529
C -0.48346 -1.29308 -0.19024 0.408
C 0.04565 -0.71783 -1.42243 -0.231
C 0.99455 0.61885 0.97593 -0.184
N 2.19601 -1.68486 -2.46684 -0.190
N 2.48166 1.37290 -0.83884 -0.207
O -0.26300 2.48985 1.81403 -0.448
O 0.03692 -2.22793 0.45405 -0.490
Cl -3.18930 -1.30199 0.00273 0.062
Cl 1.36252 -0.59562 2.03309 0.237
H -2.39410 1.43245 0.98707 0.244
H -0.35306 0.24567 -1.70788 0.250
```

Values from the calculation:
Kohn-Sham gap (alpha / beta) = 6.73 / 7.97 eV
molecular weight = 229.02 g mol⁻¹
strongest force on any atom = 2.90 eV Å⁻¹
relative energy (zero: lowest compared OMol25 entry of this formula, charge and spin) = 438.5 kJ/mol
E_HOMO (alpha / beta) = -9.87 / -10.56 eV



Below is a 2-piece molecular cluster, C3HN3O overall at a distorted geometry, with properties calculated with ωB97M-V with the def2-TZVPD basis set.

Geometry as XYZ:
```
8
Properties=species:S:1:pos:R:3:nbo_charge:R:1
N 0.26528 0.66984 1.81957 -0.200
C 0.11506 -0.30792 1.23911 0.160
C -0.16840 -1.33239 0.41428 0.037
N -0.58678 -2.21898 -0.20325 0.310
O -0.96042 -2.97594 -1.00332 -0.297
C 0.48710 2.03232 -0.75063 0.073
N 0.82508 3.09441 -0.92567 -0.304
H 0.02308 1.03866 -0.59009 0.221
```

Values from the calculation:
Kohn-Sham gap = 10.56 eV
molecular weight = 95.06 g mol⁻¹
strongest force on any atom = 3.68 eV Å⁻¹
relative energy (zero: lowest compared OMol25 entry of this formula, charge and spin) = 272.8 kJ/mol
E_HOMO = -11.34 eV



The lowest strongest force on any atom belongs to which entry? C3H4Cl2FN